85
Properties=species:S:1:pos:R:3:forces:R:3:lowdin_charge:R:1 method="wB97M-V/def2-TZVPD" multiplicity=1 charge=+2
Pt 0.066799 0.812412 0.078298 0.2 -0.1 0.2 1.1651
C -2.043962 -0.704696 5.657517 0.1 0.0 0.0 -0.0183
N -0.946439 -0.152332 4.869371 -0.1 -0.1 0.1 -0.1286
C 0.257225 0.246559 5.364103 -0.1 0.0 0.0 -0.0427
C 0.970642 0.730940 4.298800 0.0 0.0 -0.1 -0.1192
N 0.228387 0.633064 3.165309 0.0 0.2 -0.1 0.0594
C -0.923767 0.098025 3.524906 0.1 -0.1 -0.2 -0.5002
P -2.384175 -0.182967 2.492977 0.0 0.2 0.1 1.1907
C -1.935894 -1.165219 1.007648 0.0 0.0 0.0 -0.4322
N -1.137102 -0.833940 -0.016233 -0.1 0.0 0.1 -0.1453
C -1.486225 -1.612518 -1.082990 0.2 0.1 0.0 -0.1049
C -2.482969 -2.456278 -0.698228 0.0 -0.1 0.1 -0.0209
N -2.753108 -2.169924 0.608179 0.0 -0.1 0.0 -0.1109
C -3.777188 -2.838994 1.411731 0.0 0.0 0.0 -0.0068
C -2.461336 1.392078 1.567246 0.1 -0.1 -0.2 -0.4178
N -1.668908 1.736667 0.547689 0.1 0.0 0.3 -0.1306
C -2.157698 2.897115 0.011580 -0.1 0.0 -0.1 -0.1026
C -3.260161 3.262681 0.721770 0.0 0.0 -0.1 -0.0143
N -3.442424 2.310280 1.686125 0.0 0.0 0.0 -0.1036
C -4.552244 2.278910 2.637922 0.0 0.0 0.0 0.0052
H -1.693366 -0.858175 6.673805 0.0 0.0 0.0 0.0988
H -2.887391 -0.017330 5.679466 0.0 0.0 0.0 0.0894
H -2.363075 -1.660944 5.249375 0.0 0.0 0.0 0.0845
H 0.492967 0.161484 6.411625 0.0 0.0 0.0 0.1317
H 1.971864 1.130562 4.294237 0.0 0.0 0.0 0.1140
H -1.008547 -1.508420 -2.040643 0.0 0.0 0.0 0.1248
H -3.007943 -3.227970 -1.234584 0.0 0.0 0.0 0.1400
H -4.142623 -3.693567 0.850325 0.0 0.0 0.0 0.1019
H -3.349408 -3.189035 2.347259 0.0 0.0 0.0 0.0929
H -4.604642 -2.163065 1.614087 0.0 0.0 0.0 0.0912
H -1.702366 3.367918 -0.842236 0.0 0.0 0.0 0.1258
H -3.930715 4.097254 0.610071 0.0 0.0 0.0 0.1395
H -5.026780 3.255430 2.642662 0.0 0.0 0.0 0.1031
H -5.280675 1.525787 2.345141 0.0 0.0 0.0 0.1011
H -4.180910 2.064376 3.636467 0.0 0.0 0.0 0.0883
C 2.457738 -3.138446 5.505090 0.0 0.0 0.0 -0.0276
C 2.546125 -2.569211 4.119285 0.0 0.0 0.0 -0.2535
C 3.754800 -2.064412 3.639395 0.0 0.0 0.0 -0.0074
C 3.864072 -1.561435 2.356101 0.0 0.0 0.0 -0.0285
C 2.736485 -1.544682 1.540358 -0.2 0.0 -0.1 -0.2745
C 1.517097 -2.023576 1.996920 0.0 0.0 0.1 -0.0937
C 1.435843 -2.536499 3.280318 0.0 0.0 0.0 -0.0480
S 2.997363 -1.018394 -0.118720 0.1 0.0 0.3 0.7772
O 4.375654 -0.711496 -0.296559 0.0 0.1 0.1 -0.2227
O 2.754343 -2.279758 -0.974765 0.1 0.0 -0.2 -0.2869
N 2.018102 0.163847 -0.522327 -0.4 0.0 -0.1 -0.2439
C 2.674019 1.321474 -1.078898 0.0 0.0 -0.3 -0.2611
C 3.668658 1.339693 -2.020120 0.0 0.0 0.0 0.0038
C 4.306177 2.553275 -2.368238 0.0 0.0 0.0 -0.0258
C 3.967668 3.735539 -1.778837 0.0 0.0 0.0 -0.0026
C 2.897240 3.760377 -0.853805 0.0 0.0 0.0 -0.1333
C 2.454982 4.918386 -0.181264 0.0 0.0 0.0 0.0351
C 1.404650 4.841342 0.694644 0.0 0.0 0.0 -0.0144
C 0.728524 3.624068 0.840660 0.0 0.1 0.0 -0.1043
N 1.102642 2.535721 0.196942 0.0 0.0 0.2 -0.0691
C 2.225324 2.558845 -0.575440 0.0 0.0 0.1 -0.1652
H 2.845853 -2.433700 6.241170 0.0 0.0 0.0 0.0904
H 3.055785 -4.047690 5.583810 0.0 0.0 0.0 0.0962
H 1.431521 -3.386601 5.771317 0.0 0.0 0.0 0.0783
H 4.630669 -2.078426 4.276199 0.0 0.0 0.0 0.1317
H 4.811116 -1.200104 1.980878 0.0 0.0 0.0 0.1231
H 0.631297 -1.986378 1.380959 0.0 0.0 0.0 0.0742
H 0.485417 -2.911777 3.642966 0.0 0.0 0.0 0.1171
H 4.007427 0.430385 -2.491907 0.0 -0.1 0.1 0.1238
H 5.099901 2.516878 -3.101760 0.0 0.0 0.0 0.1227
H 4.487056 4.654487 -2.015358 0.0 0.0 0.0 0.1273
H 2.963604 5.857824 -0.359238 0.0 0.0 0.0 0.1352
H 1.060386 5.703323 1.247050 0.0 0.0 0.0 0.1200
H -0.142600 3.540613 1.474676 0.1 0.0 0.0 0.1094
C 3.450584 -4.971277 0.719700 0.0 0.0 0.0 -0.1826
Ge 1.811259 -4.951759 -0.324752 0.0 0.0 0.0 0.8522
C 0.224888 -5.294873 0.770476 0.0 0.0 0.0 -0.1995
C 1.848662 -6.162759 -1.846503 0.0 0.0 0.0 -0.2089
C 1.553677 -3.111724 -1.085683 0.0 0.0 0.0 -0.2259
H 3.714644 -5.999572 0.966058 0.0 0.0 0.0 0.0339
H 3.324933 -4.416444 1.650544 0.0 0.0 0.0 0.0076
H 4.276625 -4.532399 0.160311 0.0 0.0 0.0 0.0357
H 0.182977 -6.348661 1.046910 0.0 0.0 0.0 0.0308
H -0.685547 -5.061117 0.213436 0.0 0.0 0.0 0.0112
H 0.241760 -4.704586 1.685755 0.0 0.0 0.0 -0.0030
H 2.098863 -7.172735 -1.522579 0.0 0.0 0.0 0.0298
H 2.595488 -5.847948 -2.575640 0.0 0.0 0.0 0.0301
H 0.876766 -6.198151 -2.340029 0.0 0.0 0.0 0.0263
H 0.719300 -2.606180 -0.620915 -0.1 0.1 0.0 0.0190
H 1.375842 -3.168873 -2.158565 -0.1 0.0 0.0 0.0921

12
Properties=species:S:1:pos:R:3:forces:R:3:lowdin_charge:R:1 method="wB97M-V/def2-TZVPD" multiplicity=1
O -0.213671 0.407970 -2.711115 0.0 -0.1 0.5 0.1196
C 0.006409 0.206097 -1.549160 0.0 0.2 -0.4 -0.4746
C -0.108985 1.114696 -0.383882 0.3 0.1 0.1 -0.0268
C 0.287667 0.452366 0.699560 0.6 0.4 -0.4 -0.1394
C 0.783882 -0.898528 0.287988 0.1 0.1 0.2 -0.1847
O 0.446005 -1.009214 -1.084166 0.1 0.1 -0.2 0.0201
H -0.528995 2.109132 -0.448349 0.1 -0.1 -0.1 0.1256
H 0.290594 0.781506 1.733509 0.1 0.1 -0.3 0.1209
H 0.397276 -1.769142 0.832445 -0.1 0.4 0.0 0.1304
H 1.872236 -0.872784 0.399527 0.1 -0.3 -0.1 0.1360
H -1.618005 -0.034567 0.816192 -0.7 -0.5 0.6 0.0795
H -1.614412 -0.487533 1.407452 -0.7 -0.2 0.1 0.0935

44
Properties=species:S:1:pos:R:3:forces:R:3:lowdin_charge:R:1 method="wB97M-V/def2-TZVPD" multiplicity=1 charge=+3
Tl -1.174341 1.560720 -0.432956 0.0 0.1 0.0 1.0064
C 1.009045 3.910079 0.944660 0.0 0.0 0.0 -0.0308
C 1.897094 2.741629 1.207199 0.1 0.0 0.1 -0.2723
C 3.167671 2.853206 1.779331 -0.1 0.0 -0.1 0.0503
C 3.937985 1.728390 2.011718 0.1 -0.2 0.0 0.0232
C 3.464090 0.460189 1.659324 0.1 0.0 0.1 -0.0469
C 2.215676 0.492226 1.099112 0.1 -0.5 -0.1 -0.4212
N 1.458521 1.507784 0.875852 -0.4 -0.2 -0.2 0.0207
Sb 1.156560 -1.361809 0.355676 -1.1 0.7 -0.1 2.0073
C 0.407166 -1.797507 -1.711332 0.4 -0.2 0.2 -0.4250
C 0.780694 -2.865464 -2.481842 0.0 -0.1 0.0 -0.0399
C 0.166740 -2.882029 -3.737051 0.1 -0.1 0.1 0.0246
C -0.713981 -1.877451 -4.098987 0.0 0.1 0.1 0.0488
C -1.012215 -0.837560 -3.214736 0.0 -0.2 -0.1 -0.2764
C -1.958877 0.267287 -3.544494 0.0 0.0 0.0 -0.0354
N -0.408711 -0.842354 -2.005025 0.1 0.2 0.4 0.0217
C -0.612466 -1.614457 1.641693 0.7 -0.2 -0.2 -0.4281
C -0.809816 -2.647027 2.524374 -0.1 0.0 0.1 -0.0553
C -2.008247 -2.591268 3.236493 0.1 -0.1 0.0 0.0172
C -2.887874 -1.547060 3.018547 0.0 0.0 0.0 0.0450
C -2.591409 -0.550950 2.085698 0.0 -0.1 0.1 -0.2902
C -3.524360 0.582296 1.805169 0.0 0.0 0.0 -0.0411
N -1.428787 -0.613378 1.407877 0.1 0.3 -0.3 -0.0154
H 1.438860 4.829969 1.333225 0.0 0.0 0.0 0.1074
H 0.861020 4.039297 -0.130713 0.0 0.0 0.0 0.0881
H 0.038681 3.772646 1.427408 0.0 0.0 0.0 0.0790
H 3.546416 3.832266 2.041892 0.0 0.0 0.0 0.1456
H 4.916820 1.812688 2.468390 0.0 0.0 0.0 0.1456
H 4.030290 -0.443673 1.834955 0.0 0.0 0.0 0.1261
H 1.469743 -3.635025 -2.164294 0.0 0.0 0.0 0.1278
H 0.390421 -3.691337 -4.421533 0.0 0.0 0.0 0.1456
H -1.179914 -1.889384 -5.075681 0.0 0.0 0.0 0.1453
H -2.428664 0.107554 -4.512022 0.0 0.0 0.0 0.1076
H -2.754974 0.330386 -2.799075 0.0 0.0 0.0 0.0769
H -1.432373 1.224399 -3.593066 0.0 0.0 0.0 0.0854
H -0.100096 -3.450153 2.670959 0.0 0.0 0.0 0.1220
H -2.243896 -3.365639 3.955632 0.0 0.0 0.0 0.1428
H -3.814438 -1.497759 3.574991 0.0 0.0 0.0 0.1431
H -4.432701 0.491417 2.395893 0.0 0.0 0.0 0.1060
H -3.069282 1.543659 2.056337 0.0 0.0 0.0 0.0833
H -3.822439 0.579152 0.753159 0.0 0.0 0.0 0.0764
O 2.423629 0.332252 -1.804446 0.1 0.0 0.0 -0.0988
H 2.306751 0.343118 -2.764350 0.0 0.0 0.0 0.0777
H 3.325989 0.658675 -1.673960 -0.1 0.0 0.0 0.0801

Results for ΔE to the lowest compared entry with this formula, charge and spin: 0.858; 2.071; 0.320 (in eV, following the order of the records).
Results for lowest unoccupied orbital energy: -5.081; 0.568; -13.483 (in eV, following the order of the records).